Formula: C11H19N2O
Source: the Open Molecules 2025 dataset
Level of theory: the ωB97M-V functional and the def2-TZVPD basis

**Spin multiplicity**: 1
**SMILES string**: CCC#C[C@H](CC)[C@@H]1NOC(CC)=[NH+]1
**LUMO energy**: -0.129 hartree
**Energy above the lowest of the compared OMol25 structures with the same formula, charge and spin**: 6.024 eV
**HOMO-LUMO gap**: 9.295 eV
**Charge**: +1

Last columns: bonded neighbours and bond lengths (Å).
Atoms and positions in Å:
1 O -0.273 -1.279 -1.923  N3 1.402, C10 1.320
2 N 0.143 0.820 -1.654  C10 1.320, C11 1.431, H16 1.081
3 N -0.807 -0.908 -0.681  O1 1.402, C11 1.431, H21 1.012
4 C 0.118 0.526 -4.857  C9 1.570, H17 1.059, H23 1.164, H25 1.171
5 C -0.045 -1.318 2.335  C6 1.206, C14 1.405
6 C 0.074 -0.285 1.723  C5 1.206, C7 1.453
7 C -0.118 0.928 0.948  C6 1.453, C11 1.643, C12 1.503, H22 1.119
8 C -1.076 3.266 0.939  C12 1.495, H24 1.066, H27 1.173, H32 1.154
9 C 0.916 -0.341 -3.820  C4 1.570, C10 1.512, H20 1.084, H31 1.105
10 C 0.367 -0.235 -2.415  O1 1.320, N2 1.320, C9 1.512
11 C -0.692 0.511 -0.535  N2 1.431, N3 1.431, C7 1.643, H18 1.147
12 C -0.993 1.942 1.630  C7 1.503, C8 1.495, H19 1.127, H29 1.192
13 C 0.057 -2.037 4.640  C14 1.545, H15 1.071, H26 1.032, H33 1.162
14 C -0.197 -2.438 3.170  C5 1.405, C13 1.545, H28 1.146, H30 1.076
15 H -0.390 -1.131 4.995  C13 1.071
16 H 0.609 1.775 -1.854  N2 1.081
17 H 0.093 1.573 -4.703  C4 1.059
18 H -1.683 1.079 -0.639  C11 1.147
19 H -0.614 2.179 2.665  C12 1.127
20 H 1.928 0.048 -3.787  C9 1.084
21 H -0.386 -1.318 0.143  N3 1.012
22 H 0.850 1.476 0.829  C7 1.119
23 H -0.969 0.109 -4.861  C4 1.164
24 H -0.147 3.697 0.641  C8 1.066
25 H 0.653 0.390 -5.890  C4 1.171
26 H 1.072 -1.855 4.596  C13 1.032
27 H -1.522 3.981 1.755  C8 1.173
28 H 0.465 -3.257 2.719  C14 1.146
29 H -2.024 1.349 1.557  C12 1.192
30 H -1.216 -2.784 3.203  C14 1.076
31 H 0.940 -1.423 -4.039  C9 1.105
32 H -1.718 3.421 -0.007  C8 1.154
33 H -0.245 -2.984 5.242  C13 1.162